# 1
Computed, not measured: the molecule C4H10N2O in a non-equilibrium geometry, with ωB97M-V/def2-TZVPD.

Computed properties:
- SMILES = C=C[C@](C)(O)NN
- energy relative to the best compared isomer or geometry (same formula, charge and spin) (kcal per mole) = 63.0
- max |F| (eV/Å) = 1.3
- LUMO (eV) = 1.00
- orbital gap (Ha) = 0.3868

Atoms and positions in Å:
C: -1.5423 0.3810 1.7426
C: -1.0363 -0.1363 0.6405
C: 0.4208 -0.0418 0.2514
C: 1.0087 -1.4415 0.0401
O: 1.2146 0.6269 1.1910
N: 0.5243 0.8441 -0.9352
N: -0.4602 0.6085 -1.9339
H: -2.5975 0.3397 1.9556
H: -0.9279 0.9137 2.4546
H: -1.6601 -0.6055 -0.1024
H: 0.4595 -1.9658 -0.7391
H: 2.0588 -1.3584 -0.2345
H: 0.9391 -1.9976 0.9706
H: 0.9524 1.5741 1.0280
H: 1.4736 0.7810 -1.3062
H: -0.1311 -0.0225 -2.6653
H: -0.6965 1.5003 -2.3578

***

# 2
Computed, not measured: a structure of composition C36H44AsN4O9P2STi, with ωB97M-V/def2-TZVPD.

Computed properties:
- spin multiplicity = 2
- energy relative to the best compared isomer or geometry (same formula, charge and spin) (kcal per mole) = 7.2
- max |F| (eV/Å) = 0.6
- LUMO (spin up / spin down) (eV) = 0.57 / 0.62
- ⟨S²⟩ = 0.75
- orbital gap (spin up / spin down) (Ha) = 0.3106 / 0.3510

Atoms and positions in Å:
Ti: -0.1906 -0.7308 0.4380
O: -4.2889 -0.5789 -1.5679
As: -2.7457 0.2286 -1.2620
O: -2.0873 0.8490 -2.6073
O: -1.8635 -1.0669 -0.5515
C: -3.4042 1.4968 0.0633
C: -4.7396 1.8559 -0.0830
C: -5.3152 2.8094 0.7497
C: -4.5669 3.4164 1.7426
C: -3.2327 3.0697 1.9049
C: -2.6676 2.1190 1.0722
S: -0.9617 1.7270 1.3129
O: -0.3062 2.8205 1.9557
O: -0.9088 0.4303 2.0526
O: -0.5068 1.3565 -0.0472
H: -4.1232 -1.5143 -1.7335
H: -5.3389 1.3863 -0.8501
H: -6.3547 3.0763 0.6117
H: -5.0116 4.1621 2.3877
H: -2.6233 3.5396 2.6644
C: 0.5262 -1.9798 -2.8734
P: 1.2671 -0.6830 -1.8130
C: 1.5977 0.5500 -3.1248
C: 2.9404 -1.2459 -1.3093
C: 3.8166 -1.7421 -2.2669
C: 5.0987 -2.1471 -1.9274
C: 5.5193 -2.0593 -0.6107
C: 4.6533 -1.5669 0.3539
C: 3.3663 -1.1535 0.0227
P: 2.2493 -0.5543 1.3514
C: 2.4616 -1.8132 2.6666
C: 3.0592 0.8697 2.1445
H: 1.2834 -2.5898 -3.3624
H: -0.0752 -1.4537 -3.6169
H: -0.1308 -2.6262 -2.3014
H: 1.8097 0.0162 -4.0529
H: 2.4370 1.1874 -2.8729
H: 0.6963 1.1486 -3.2671
H: 3.4914 -1.8296 -3.2969
H: 5.7612 -2.5393 -2.6882
H: 6.5148 -2.3799 -0.3306
H: 4.9900 -1.5091 1.3831
H: 3.4150 -1.6975 3.1846
H: 2.4103 -2.8139 2.2408
H: 1.6508 -1.7094 3.3890
H: 4.0979 0.6289 2.3806
H: 2.5245 1.0631 3.0767
H: 2.9986 1.7498 1.5148
C: 5.2447 1.6680 -1.0949
N: 4.4548 2.7932 -1.5556
C: 4.8922 3.3673 -2.8157
C: 3.1268 2.8276 -1.1704
O: 2.5903 1.8555 -0.6457
N: 2.4497 3.9866 -1.4167
C: 1.0067 3.9855 -1.2511
C: 3.0852 5.2895 -1.4131
H: 6.2755 1.9906 -0.9338
H: 5.2443 0.8440 -1.8183
H: 4.8380 1.2925 -0.1605
H: 5.2403 2.5691 -3.4786
H: 5.7131 4.0768 -2.6801
H: 4.0695 3.8778 -3.3085
H: 0.6149 2.9856 -1.4072
H: 0.5654 4.6652 -1.9822
H: 0.7207 4.3101 -0.2459
H: 3.0553 5.7687 -2.3958
H: 4.1211 5.2064 -1.0944
H: 2.5610 5.9379 -0.7071
O: 1.8306 -4.3522 -1.4156
C: 1.1110 -4.2013 -0.4574
N: 0.6213 -5.2108 0.3438
C: -0.2786 -4.7253 1.3729
C: -0.1221 -3.2372 1.0881
O: -0.6639 -2.3122 1.7442
N: 0.6697 -2.9712 0.0756
C: -1.7055 -5.2077 1.1472
C: -2.0242 -6.5180 1.4959
C: -3.2905 -7.0229 1.2552
C: -4.2580 -6.2168 0.6708
C: -3.9466 -4.9114 0.3269
C: -2.6744 -4.4035 0.5596
C: 0.2205 -4.9870 2.7886
C: 1.5225 -5.4102 3.0244
C: 1.9837 -5.5672 4.3249
C: 1.1501 -5.2918 5.3971
C: -0.1488 -4.8602 5.1643
C: -0.6127 -4.7092 3.8685
H: 0.6455 -6.1630 0.0224
H: -1.2777 -7.1426 1.9739
H: -3.5252 -8.0427 1.5316
H: -5.2517 -6.6058 0.4903
H: -4.7001 -4.2752 -0.1199
H: -2.4577 -3.3766 0.2889
H: 2.1774 -5.6178 2.1884
H: 2.9984 -5.9034 4.4962
H: 1.5102 -5.4121 6.4107
H: -0.8043 -4.6393 5.9968
H: -1.6233 -4.3636 3.6922